Entry 1:
{
  "formula": "C5H11N2",
  "method": "ωB97M-V/def2-TZVPD",
  "symbols": ["N", "N", "C", "C", "C", "C", "C", "H", "H", "H", "H", "H", "H", "H", "H", "H", "H", "H"],
  "xyz": [[1.082, 0.412, 1.059], [0.046, -0.334, 0.618], [-2.185, 1.260, 0.145], [0.392, -1.860, -1.407], [0.084, -1.451, -0.202], [1.882, 1.105, 0.090], [-0.376, -1.621, 1.174], [-1.432, -1.711, 1.393], [0.280, -2.891, -1.687], [0.278, -2.100, 1.895], [2.290, 0.383, -0.616], [0.889, 0.905, 1.926], [1.310, 1.858, -0.465], [-2.852, 0.424, 0.198], [0.756, -1.179, -2.158], [-2.011, 1.859, 1.015], [2.698, 1.598, 0.611], [-1.853, 1.601, -0.816]],
  "atomic_forces_ev_per_a": [[-0.46, -0.49, 0.14], [0.23, 1.56, 0.27], [0.51, -0.40, -0.01], [0.13, 0.13, -0.19], [-0.04, -0.27, 0.05], [0.19, 0.16, -0.58], [-0.38, -0.70, 0.30], [-0.03, 0.12, -0.06], [-0.07, -0.24, 0.05], [0.18, 0.14, -0.03], [0.05, 0.04, 0.03], [-0.16, -0.23, -0.04], [-0.05, -0.04, 0.08], [-0.22, -0.20, 0.03], [0.06, 0.17, -0.08], [0.02, 0.18, 0.23], [0.01, -0.04, 0.03], [0.06, 0.12, -0.22]],
  "lumo_ev": [-6.40, -3.95],
  "homo_lumo_gap_ev": [6.3, 9.8],
  "charge": 1,
  "homo_energy_ev": [-12.68, -13.78]
}

=====

Entry 2:
{
  "formula": "C6H16N2P",
  "method": "ωB97M-V/def2-TZVPD",
  "symbols": ["P", "N", "N", "C", "C", "C", "C", "C", "C", "H", "H", "H", "H", "H", "H", "H", "H", "H", "H", "H", "H", "H", "H", "H", "H"],
  "xyz": [[-2.640, -1.055, -0.407], [1.480, -0.850, -0.205], [-0.842, 0.816, -1.089], [0.602, -1.869, -0.232], [0.614, 1.329, -1.027], [-1.429, 0.154, 0.080], [2.070, -0.582, 1.090], [-1.503, 0.976, 1.405], [1.567, 0.132, -1.203], [0.188, -2.042, -1.213], [-1.488, 1.603, -1.336], [-0.967, 0.131, -1.878], [1.339, -0.742, 1.970], [0.859, 1.883, -0.174], [2.571, 0.412, 1.130], [-2.211, 0.583, 2.189], [0.660, 2.101, -1.867], [0.546, -2.493, 0.667], [-3.545, -0.417, 0.408], [2.685, 0.492, -0.996], [1.447, -0.334, -2.094], [-2.557, -2.115, 0.504], [2.946, -1.188, 1.203], [-1.980, 2.049, 1.250], [-0.411, 1.026, 1.824]],
  "atomic_forces_ev_per_a": [[-0.44, -0.55, -0.64], [-0.05, 0.39, 2.20], [-0.16, 0.50, -0.24], [-0.67, -1.08, -0.26], [-0.43, -0.07, -3.06], [-0.36, 1.10, 2.32], [0.09, 0.90, 1.12], [0.62, 1.03, -0.43], [2.94, 2.57, 3.15], [-0.22, -0.74, 0.15], [0.73, -0.37, 0.14], [0.46, 0.74, 0.60], [1.18, 0.37, -1.43], [-0.40, 0.49, 1.73], [-1.00, -0.22, 0.01], [1.04, -0.29, -1.04], [0.20, -1.27, 0.80], [-0.17, 0.06, -0.87], [-1.13, 0.25, 0.21], [-2.33, -0.09, -1.49], [-0.11, -1.10, -3.12], [0.62, -0.12, 0.23], [0.27, -1.04, 0.41], [1.40, -1.77, -0.02], [-2.11, 0.30, -0.45]],
  "lumo_ev": [-3.15, -4.72],
  "homo_lumo_gap_ev": [6.5, 9.0],
  "charge": 1,
  "spin_multiplicity": 3,
  "homo_energy_ev": [-9.65, -13.70]
}

=====

Entry 3:
{
  "formula": "C2H2F3O2Si",
  "method": "ωB97M-V/def2-TZVPD",
  "symbols": ["Si", "F", "F", "F", "O", "O", "C", "C", "H", "H"],
  "xyz": [[-2.146, 0.393, 0.002], [-2.608, 0.878, -1.425], [-3.245, 1.234, 0.948], [-3.037, -1.023, 0.145], [0.921, 2.857, 0.839], [1.319, 2.152, -1.255], [0.947, 2.225, -0.151], [-0.350, 0.282, 0.165], [0.042, -0.336, -0.630], [0.167, -0.085, 1.155]],
  "atomic_forces_ev_per_a": [[-1.37, -1.29, 1.72], [0.04, 0.36, -1.02], [1.78, -0.18, -0.47], [0.97, 0.66, -0.25], [-0.37, -0.02, 1.50], [0.44, -0.86, -1.85], [-0.62, 0.25, 0.35], [0.55, 0.36, 2.21], [0.00, -0.08, -0.47], [-1.43, 0.80, -1.72]],
  "lumo_ev": 3.91,
  "homo_lumo_gap_ev": 7.9,
  "charge": -1,
  "homo_energy_ev": -3.96
}

=====

Entry 4:
{
  "formula": "C5H9Br3O3",
  "method": "ωB97M-V/def2-TZVPD",
  "symbols": ["Br", "Br", "Br", "O", "O", "O", "C", "C", "C", "C", "C", "H", "H", "H", "H", "H", "H", "H", "H", "H"],
  "xyz": [[-1.823, -2.034, -4.128], [-1.872, -1.606, -7.382], [0.790, -0.853, -5.801], [-0.115, 0.720, 1.287], [2.073, 0.646, 1.027], [1.094, 2.698, 1.412], [0.967, 1.487, 1.252], [-0.907, 1.062, 3.573], [-0.775, -2.060, -5.842], [-1.191, 1.228, 2.051], [1.989, -0.777, 0.864], [2.866, -1.146, 0.333], [1.196, -0.919, 0.130], [0.132, 1.375, 3.676], [-0.908, 0.005, 3.836], [-0.451, -3.093, -5.970], [-2.060, 0.671, 1.698], [1.817, -1.364, 1.766], [-1.465, 1.662, 4.292], [-1.357, 2.298, 1.928]],
  "atomic_forces_ev_per_a": [[0.77, 0.10, -1.20], [0.17, -0.18, 0.54], [-0.82, -0.78, 0.21], [-0.10, 0.45, 0.18], [-0.11, 1.78, 0.53], [-0.57, -3.20, -0.39], [2.61, 0.19, 0.03], [0.99, -0.69, -0.93], [-0.20, 0.46, 0.37], [-1.34, 0.67, 1.60], [-1.13, 0.32, -1.34], [0.38, 0.50, 0.45], [-0.29, -0.57, 0.31], [0.11, 0.15, 0.23], [-0.27, 0.02, 0.20], [0.08, 0.41, 0.09], [0.01, 0.11, 0.18], [-0.05, 0.41, 0.14], [-0.40, -0.09, -0.48], [0.17, -0.06, -0.72]],
  "lumo_ev": -0.44,
  "homo_lumo_gap_ev": 10.0,
  "charge": 0,
  "homo_energy_ev": -10.46
}

=====

Entry 5:
{
  "formula": "C3H4NOP",
  "method": "ωB97M-V/def2-TZVPD",
  "symbols": ["P", "O", "N", "C", "C", "C", "H", "H", "H", "H"],
  "xyz": [[-1.946, 0.349, -0.742], [0.032, 2.214, -1.500], [-1.466, -0.711, 0.284], [0.884, 0.003, -0.025], [-0.108, -0.806, 0.744], [-0.309, 1.210, -0.991], [-0.143, -0.502, 1.797], [0.136, -1.876, 0.727], [1.378, -0.531, -0.824], [1.543, 0.650, 0.531]],
  "atomic_forces_ev_per_a": [[-0.88, 0.08, -0.28], [-0.12, 0.19, -0.21], [-0.71, 0.06, -0.25], [-2.23, 2.09, -1.73], [0.84, -0.52, 0.58], [2.61, -1.90, 1.72], [0.11, -0.15, -0.02], [0.01, 0.14, 0.17], [0.20, -0.08, -0.10], [0.16, 0.09, 0.11]],
  "lumo_ev": -0.94,
  "homo_lumo_gap_ev": 7.6,
  "charge": 0,
  "homo_energy_ev": -8.58
}

=====

Entry 6:
{
  "formula": "C2H2N4O",
  "method": "ωB97M-V/def2-TZVPD",
  "symbols": ["O", "N", "N", "N", "N", "C", "C", "H", "H"],
  "xyz": [[-0.092, -1.220, -0.260], [1.185, -1.317, -0.067], [1.812, -0.198, 0.242], [-2.168, -0.117, 0.196], [-0.215, 1.170, -0.280], [-0.904, -0.045, -0.033], [1.112, 0.906, 0.049], [1.606, 1.923, -0.101], [-2.335, -1.101, 0.254]],
  "atomic_forces_ev_per_a": [[-2.11, -0.57, -0.24], [2.08, 2.97, 1.16], [-0.40, -4.00, -0.36], [3.26, -0.06, -0.46], [3.55, -3.74, 2.13], [-1.68, 2.09, -0.64], [-4.23, 6.19, -2.57], [0.39, -1.87, 0.72], [-0.86, -1.01, 0.25]],
  "lumo_ev": -1.82,
  "homo_lumo_gap_ev": 8.6,
  "charge": 0,
  "smiles": "[H]/N=c1/ncnno1",
  "homo_energy_ev": -10.42
}

=====

| no. | E_tot (eV) |
| --- | --- |
| 1 | -8330.9618 |
| 2 | -18738.3334 |
| 3 | -22238.2145 |
| 4 | -221599.7648 |
| 5 | -15999.9250 |
| 6 | -10109.8393 |